(1)
Computed, not measured: C4H6N2O2 in the gas phase in a non-equilibrium geometry, with ωB97M-V/def2-TZVPD.

## Properties
E: -415.7493 hartree
ΔE to the lowest compared entry with this formula, charge and spin: 182.8 kcal per mole

Each line ends with the natural charge from an NBO analysis.
CARTESIAN COORDINATES (ANGSTROEM)
O: -1.458 -0.443 -0.793  -0.371
O: 1.065 0.288 -0.879  -0.429
N: 1.650 -0.473 0.110  -0.087
N: -1.799 0.485 0.124  -0.069
C: -0.652 1.186 0.553  -0.016
C: -0.606 -1.431 -0.214  -0.164
C: 0.734 -1.279 0.398  0.056
C: 0.575 1.552 -0.338  -0.143
H: 0.358 2.269 -1.094  0.226
H: -1.103 -2.099 0.483  0.194
H: -0.406 -2.040 -1.117  0.233
H: 1.557 2.012 0.258  0.203
H: -0.907 1.765 1.377  0.191
H: 0.992 -1.791 1.131  0.174

(2)
Computed, not measured: a 2-piece molecular cluster, C4H6N2O3S overall in a non-equilibrium geometry, with ωB97M-V/def2-TZVPD.

## Properties
E: -889.3214 hartree
ΔE to the lowest compared entry with this formula, charge and spin: 53.3 kcal per mole

Each line ends with the natural charge from an NBO analysis.
CARTESIAN COORDINATES (ANGSTROEM)
S: 2.097 -2.413 0.060  2.375
O: 1.390 -3.588 0.438  -0.893
O: 2.345 -1.468 1.104  -0.920
O: 2.924 -2.300 -1.152  -0.895
N: -0.013 -0.268 -0.220  -0.247
N: 0.197 1.713 0.671  -0.482
C: -0.676 1.064 1.424  -0.032
C: -0.001 -1.328 -1.005  -0.537
C: -0.873 -0.160 0.861  -0.083
C: 0.632 0.887 -0.328  0.131
H: -1.421 -0.980 1.089  0.228
H: -0.663 -2.192 -0.779  0.223
H: 0.655 2.487 1.121  0.430
H: 0.546 -1.529 -1.931  0.248
H: 1.436 0.922 -0.980  0.229
H: -0.959 1.595 2.267  0.225

(3)
Computed, not measured: C4H6N2OS in the gas phase in a non-equilibrium geometry, with ωB97M-V/def2-TZVPD.

## Properties
E: -738.8947 hartree
ΔE to the lowest compared entry with this formula, charge and spin: 69.0 kcal per mole

Each line ends with the natural charge from an NBO analysis.
CARTESIAN COORDINATES (ANGSTROEM)
S: 3.715 -0.119 -0.053  -0.238
O: -1.140 1.314 -0.267  -0.599
N: -2.647 -0.234 0.245  -0.812
N: 1.621 1.489 0.240  -0.776
C: 1.020 -0.983 -0.117  -0.185
C: 1.978 0.195 0.016  0.124
C: -1.379 0.148 -0.125  0.640
C: -0.315 -0.946 -0.006  -0.289
H: 1.453 -2.028 0.058  0.257
H: 0.549 1.558 0.051  0.433
H: -0.749 -1.944 0.201  0.211
H: 2.317 2.164 0.112  0.419
H: -2.983 -1.242 -0.152  0.400
H: -3.438 0.626 -0.203  0.415

(4)
Computed, not measured: C4H6N2OS in the gas phase in a non-equilibrium geometry, with ωB97M-V/def2-TZVPD.

## Properties
E: -738.8845 hartree
ΔE to the lowest compared entry with this formula, charge and spin: 75.4 kcal per mole

Each line ends with the natural charge from an NBO analysis.
CARTESIAN COORDINATES (ANGSTROEM)
S: -0.474 -1.293 -1.204  0.189
O: 0.114 1.320 -0.824  -0.500
N: 2.115 0.072 -0.261  -0.342
N: 1.691 -1.031 0.434  -0.236
C: 1.428 1.017 -0.742  0.388
C: -1.272 0.362 0.932  -0.646
C: -0.893 0.359 -0.536  -0.022
C: 0.698 -1.725 0.045  -0.114
H: -0.446 0.031 1.553  0.226
H: -1.757 0.681 -1.106  0.214
H: -1.547 1.385 1.220  0.227
H: 1.985 1.781 -1.222  0.179
H: -2.126 -0.298 1.089  0.227
H: 0.486 -2.662 0.622  0.209